Record 1
DFT (ωB97M-V with the def2-TZVPD basis set) results for C39H45F5NP2S2SeSi2Tc as an isolated structure.

Summary:
spin multiplicity	4
⟨S²⟩	3.803
HOMO-LUMO gap (alpha / beta)	5.72 / 5.71	eV
E_LUMO (alpha / beta)	1.4 / 1.4	eV
calculated total energy	-6607.537214	Eh
total charge	-1

Last column: Mulliken charge in e.
Atoms and positions in Å:
Tc 0.3157 -0.2017 1.9828  1.001
Se 1.5654 -2.2089 1.6049  -0.140
S -0.5509 3.6246 -0.9547  -0.650
S -1.9794 0.2032 0.9082  -1.120
P -0.7908 2.1771 -2.3411  2.282
P -1.5887 -0.2980 -1.0735  2.314
Si 1.0571 2.1053 3.9469  0.503
Si 3.7205 0.6103 2.8009  0.758
F 2.2891 -6.9435 -0.2889  -0.335
F 2.0775 -7.8296 2.2954  -0.312
F 2.6214 -4.1803 -0.1653  -0.487
F 1.1142 -6.3131 4.2199  -0.332
F -0.0602 -3.9194 3.6795  -0.256
N 1.2605 0.9602 0.3566  0.073
C 1.8762 0.5534 3.2274  0.172
C -3.2642 -0.6334 -1.7670  0.549
C 1.7274 -6.5909 1.9414  0.313
C -4.6277 -0.9427 -3.7303  -0.536
C 1.8304 -6.1555 0.6948  -0.404
C 1.4305 4.1968 -5.1563  -0.687
C 0.4632 -3.7678 -1.8674  -1.239
C -2.4449 2.5056 -3.0774  -0.116
C 0.3250 2.5770 -3.7490  -0.501
C -3.5276 2.7018 -2.2219  -0.153
C -4.8095 2.8442 -2.7261  -0.611
C 0.7528 1.7887 5.7739  -1.283
C -0.5829 2.5138 3.1090  -0.565
C 1.4584 -4.7710 0.2943  1.326
C -1.2436 -2.7404 0.1788  -1.366
C 1.1299 -5.7713 2.9956  0.299
C -2.6725 2.4729 -4.4493  -0.447
C 0.9399 1.5578 -4.4656  0.021
C 0.6593 -3.9623 1.3798  1.088
C -3.3975 -0.6720 -3.1502  -0.616
C 2.0425 3.1723 -5.8680  -0.390
C 0.2597 -4.6603 -0.6807  -0.294
C -5.0277 2.8125 -4.0980  -0.477
C -0.5473 0.5401 -2.0193  -1.926
C 0.5846 -4.5912 2.7246  -0.735
C -4.3800 -0.8828 -0.9714  -0.291
C -5.6117 -1.1513 -1.5502  -0.699
C -0.8120 -0.9105 3.6256  -1.490
C 1.7954 1.8524 -5.5203  -0.759
C -0.6007 -4.0478 0.4593  -0.417
C 1.9818 3.7337 3.8417  -1.403
C -5.7376 -1.1788 -2.9328  -0.536
C 4.5778 -0.2740 4.2218  -1.222
C -3.9555 2.6316 -4.9583  -0.709
C 4.5034 2.3181 2.6868  -1.361
C -0.0755 -2.5531 -1.9488  -0.988
C 0.5822 3.8994 -4.1009  -0.294
C 4.3247 -0.1513 1.1809  -1.409
C -0.9441 -2.0093 -0.8943  0.836
H -1.1839 1.7048 2.6968  -0.015
H -5.6433 2.9792 -2.0478  0.393
H 0.1038 -1.9143 -2.8046  0.258
H -4.2817 -0.8473 0.1064  0.345
H -4.7222 -0.9506 -4.8093  0.418
H 2.7170 3.4040 -6.6837  0.356
H 4.3205 -1.3359 4.2336  0.288
H 3.7543 -0.9869 0.7869  0.351
H 0.8255 0.6265 -0.5542  -0.534
H 0.1194 4.6922 -3.5250  0.353
H -1.3227 -4.7508 0.8809  0.651
H -0.0637 -5.6536 -1.0006  0.541
H 5.3446 -0.5088 1.3480  0.317
H 0.9934 1.9504 0.3658  0.078
H 0.7440 0.5351 -4.1650  0.348
H 1.8521 -0.1622 4.0598  0.393
H 5.6643 -0.1860 4.1499  0.365
H 0.0059 1.0060 5.9217  0.321
H 4.5577 2.8412 3.6402  0.336
H -2.5246 -0.4668 -3.7575  0.339
H -6.0297 2.9297 -4.4931  0.379
H -4.1170 2.6099 -6.0298  0.370
H 0.3987 2.6961 6.2688  0.362
H -0.4468 3.2191 2.2857  0.187
H 4.0051 2.9714 1.9690  0.369
H 1.6241 5.2302 -5.4184  0.381
H 4.2645 0.1528 5.1781  0.311
H 1.6729 1.4690 6.2691  0.337
H -3.3484 2.7395 -1.1528  0.279
H 2.2696 0.8905 0.2869  -0.084
H 4.3836 0.6106 0.3984  0.417
H -1.3188 -1.8451 3.3846  0.344
H 1.0722 -4.1567 -2.6748  0.445
H -1.9174 -2.3567 0.9346  0.741
H 1.2899 4.5043 4.1933  0.397
H 2.2741 1.0483 -6.0666  0.393
H 2.8677 3.7661 4.4754  0.311
H -0.2048 -1.0703 4.5193  0.377
H -6.4760 -1.3331 -0.9229  0.407
H 2.2728 3.9955 2.8249  0.368
H 5.5263 2.1624 2.3319  0.355
H -1.5857 -0.1698 3.8471  0.522
H -6.7010 -1.3776 -3.3868  0.370
H -1.8417 2.3167 -5.1275  0.332
H -1.2290 2.9805 3.8589  0.450

---

Record 2
DFT (ωB97M-V with the def2-TZVPD basis set) results for C39H45N5O4PPtSSe as an isolated structure at a distorted geometry.

Summary:
HOMO-LUMO gap (alpha / beta)	6.04 / 6.04	eV
E_LUMO (alpha / beta)	2.2 / 2.2	eV
calculated total energy	-5348.226380	Eh
energy above the lowest of the compared OMol25 structures with the same formula, charge and spin	64.3	kcal/mol
total charge	-1

Last column: Mulliken charge in e.
Atoms and positions in Å:
Pt -0.0590 -0.1376 0.4614  2.437
Se 2.5042 1.4195 0.8478  0.884
S -1.6116 2.2100 1.0614  -0.298
P 0.9076 -0.3815 2.5809  0.479
O 3.5592 2.5978 0.9566  -0.885
O 1.4558 1.7332 -0.3354  -0.551
O 3.1624 -0.0043 0.6374  -0.600
O 1.6078 1.4356 2.3208  -0.798
N 0.3144 -2.1434 2.8844  0.041
N -1.1624 -2.1686 1.1066  -0.179
N -0.6867 4.3186 -0.3128  0.360
N -0.7505 -0.1988 -1.4798  -0.260
N 0.5917 3.7625 1.3619  0.150
C -1.2216 1.6833 5.4439  -0.861
C 0.1816 -0.6801 -2.4790  1.865
C -1.7233 4.2738 -1.2992  -0.523
C -0.7108 1.2635 4.2269  -0.188
C -0.5216 -1.5744 -3.5196  -1.139
C 4.4691 -0.1812 4.5887  -0.804
C -5.1984 0.8898 0.0949  -1.796
C 2.9615 -0.9592 -3.4456  -1.515
C -2.0309 -4.2254 0.2529  -0.990
C -0.4920 -4.2551 2.0743  -1.039
C -3.8711 1.9994 -4.6337  -1.928
C 0.1432 0.1730 4.1577  0.786
C -0.0862 -0.1126 6.5444  -0.734
C -0.8954 1.0104 6.6075  -0.518
C 0.3722 5.1977 -0.2771  -0.557
C 0.4903 -2.0847 -4.5410  0.384
C 0.4308 -0.5212 5.3296  -0.649
C 3.2212 -1.9912 2.9174  -0.076
C -1.2936 -4.9410 1.1949  -0.438
C 5.0871 -1.3850 4.2985  -0.531
C -2.3152 0.8724 -3.0541  -0.454
C 2.2357 -2.1214 -2.7729  0.456
C 1.1759 4.8335 0.7473  -0.631
C 2.5785 -0.8005 3.2246  0.181
C -1.9252 -2.8529 0.2538  0.006
C 1.5291 -2.9548 -3.8405  -1.568
C -1.9558 0.3095 -1.8089  1.708
C -4.2044 0.8680 -1.0268  0.382
C -0.4332 -2.8436 2.0201  0.240
C -2.9579 0.3197 -0.8116  -1.138
C 0.9555 0.4725 -3.1450  -1.106
C -4.5154 1.4128 -2.2692  -1.252
C 1.9408 -0.0818 -4.1641  0.472
C 3.2232 0.1015 4.0656  -0.534
C 1.2170 -1.5743 -1.7747  -2.279
C 4.4607 -2.2878 3.4579  -0.804
C 1.1842 -0.8995 -5.2107  -1.416
C -0.5195 3.4120 0.6801  -0.021
C -3.5646 1.4134 -3.2825  0.466
H -1.5846 0.9580 -3.8394  0.271
H 1.0421 -3.8193 -3.3824  0.522
H 3.4802 -0.3704 -2.6883  0.432
H -4.7082 1.2430 0.9980  0.315
H 0.7952 -2.7266 3.5589  0.321
H 2.2553 -3.3218 -4.5714  0.575
H -6.0350 1.5424 -0.1396  0.412
H 3.7022 -1.3365 -4.1575  0.563
H -2.6801 -4.7278 -0.4469  0.462
H -0.9826 -2.4108 -2.9860  0.251
H 0.4526 6.0014 -0.9788  0.497
H 0.1542 -0.6606 7.4474  0.393
H -0.0355 -2.6799 -5.3016  0.236
H 1.0850 -1.3812 5.3014  0.146
H 0.0936 -4.7778 2.8172  0.404
H -2.7092 -0.1001 0.1580  0.824
H 1.4865 1.0107 -2.3601  0.081
H -4.0842 1.2010 -5.3476  0.321
H 0.6958 -2.4044 -1.2854  0.246
H -0.9771 1.7828 3.3195  0.134
H 1.8724 -1.2654 -5.9771  0.520
H -2.4972 -2.2576 -0.4450  0.193
H 6.0580 -1.6102 4.7154  0.381
H 1.7470 -0.9938 -1.0130  0.380
H 1.0610 3.0935 1.9787  0.390
H -1.3226 -1.0461 -4.0322  0.706
H 4.9579 0.5412 5.2293  0.415
H -1.2901 4.2910 -2.2992  0.377
H -5.4866 1.8602 -2.4394  0.249
H -2.2766 3.3438 -1.1617  -0.116
H 2.4572 0.7501 -4.6612  0.308
H 4.9385 -3.2331 3.2321  0.423
H 0.2838 1.1839 -3.6231  0.260
H -1.2597 1.3610 7.5638  0.368
H -5.5843 -0.1098 0.2872  0.320
H 2.1174 5.2254 1.0747  0.450
H -3.0217 2.5694 -5.0113  0.363
H 2.7454 1.0384 4.3093  0.450
H 0.4393 -0.2668 -5.7007  0.536
H -1.8706 2.5484 5.4831  0.423
H -2.3983 5.1256 -1.1803  0.313
H 2.9620 -2.7468 -2.2387  0.395
H -1.3592 -6.0187 1.2321  0.417
H -4.7376 2.6543 -4.5756  0.417
H 2.7632 -2.6794 2.2219  0.421

---

Number 1 is which compound? C39H45F5NP2S2SeSi2Tc